# 1
92
Properties=species:S:1:pos:R:3:forces:R:3 method="wB97M-V/def2-TZVPD" orbital_gap_ev="8.71 / 8.51" s_squared=3.84 e_lumo_ha="0.0114 / 0.0122" homo_energy_ha="-0.309 / -0.301" multiplicity=4
Cr 0.2845 -0.2882 0.5907 -0.1 -0.6 0.5
C -3.8885 -0.3895 1.6287 1.1 0.0 2.0
C -2.8296 -0.2946 0.7244 -0.4 -0.1 0.4
N -1.6856 -0.3751 1.3807 1.8 1.0 -1.9
N -1.8773 -0.4126 2.6855 -2.4 -1.1 0.7
C -3.2488 -0.4927 2.8831 1.1 0.1 -1.2
B -0.7444 -0.9345 3.6109 0.3 0.7 -1.3
N 0.4929 0.0231 3.6151 -0.2 0.4 0.9
C 1.2498 0.2833 4.7096 0.2 -1.0 0.2
C 2.5125 0.6121 4.3207 0.1 0.4 -0.4
C 2.4418 0.5669 2.9309 1.3 1.3 -0.5
N 1.2203 0.2954 2.5060 -0.1 -0.7 0.1
N -0.2176 -2.2532 2.9881 -0.4 -0.2 0.7
C -0.0872 -3.4606 3.5692 0.5 0.2 -0.5
C 0.6843 -4.2578 2.7477 0.3 -1.3 0.2
C 0.9573 -3.4389 1.6719 -0.7 0.9 0.0
N 0.3928 -2.2320 1.8003 0.3 -0.3 0.0
H -4.9491 -0.3685 1.5148 -0.3 0.0 -0.4
H -2.8563 -0.1365 -0.3364 0.2 -0.3 -0.1
H -3.6285 -0.7468 3.8509 -0.2 0.3 0.3
H -1.0999 -1.0711 4.7039 -0.4 -0.2 0.9
H 1.0528 0.0341 5.7333 -1.1 0.1 0.1
H 3.3191 0.9442 4.9509 0.1 -0.2 -0.1
H 3.2649 0.8840 2.2821 -0.7 -0.3 -0.1
H -0.5138 -3.6827 4.5083 -0.4 0.0 0.8
H 1.0231 -5.3153 2.8534 -0.5 1.2 0.1
H 1.4510 -3.6479 0.7816 0.9 -0.5 -1.3
C -1.5153 3.1307 3.0974 -0.5 -0.1 0.5
O -1.1048 2.3603 1.9656 -0.9 0.2 1.3
Si 0.0520 2.9823 0.9675 0.0 0.6 -0.6
C 1.4654 3.7042 1.9739 0.3 -0.4 0.4
C -0.6214 4.6671 0.3804 -0.3 0.4 0.5
C 0.3164 1.7194 -0.3633 0.7 -0.5 0.2
Si -1.0237 2.0309 -1.5975 -1.3 -0.2 -0.8
C -0.6069 3.4322 -2.8010 0.5 0.6 0.1
C -1.4649 0.5749 -2.7770 1.2 1.6 -1.4
C -2.7080 2.5322 -0.8694 -0.2 -1.7 0.6
Si 1.9591 1.8832 -1.2805 -0.2 2.7 0.4
C 2.3439 3.6720 -2.0996 1.1 0.0 0.7
C 2.0812 0.7895 -2.7261 0.8 -0.3 -1.0
C 3.4979 1.7846 -0.2209 1.6 1.0 -0.8
H -2.5995 3.1725 3.3252 0.1 -0.9 -0.8
H -1.3417 4.2000 2.9495 0.7 -0.1 0.3
H -1.0806 2.7127 4.0278 0.2 0.5 -0.5
H 1.0100 4.5020 2.5561 -0.2 0.1 0.2
H 2.1458 4.2247 1.3089 0.3 0.0 -0.2
H 2.0429 3.0889 2.6793 -0.2 0.1 -0.4
H -1.1502 5.1825 1.2250 0.6 -0.4 -0.6
H -1.2962 4.7639 -0.4631 -0.1 -0.3 -0.1
H 0.2589 5.2591 0.1384 0.1 0.3 0.0
H 0.0457 3.0339 -3.6055 -0.7 0.3 0.1
H -0.0174 4.2600 -2.3537 -0.5 -0.6 -0.2
H -1.5568 3.8925 -3.1493 0.6 -0.5 -0.3
H -1.9443 0.9658 -3.7194 0.3 -0.1 0.9
H -2.0854 -0.1999 -2.4044 -0.3 -0.7 0.4
H -0.4775 0.2043 -3.1290 -0.7 -0.4 0.2
H -3.0917 3.3163 -1.4703 -0.4 1.0 -0.5
H -2.6282 2.8500 0.1636 -0.2 0.1 0.1
H -3.4700 1.7041 -0.9007 0.8 0.8 0.0
H 3.4425 3.9085 -2.0350 -0.7 -0.5 0.3
H 1.8788 4.5714 -1.6752 -0.1 -0.3 0.1
H 2.1916 3.7433 -3.1673 -0.5 -0.3 -0.4
H 1.3881 1.0307 -3.5430 0.6 0.4 0.0
H 1.8014 -0.2008 -2.4675 -0.1 -1.2 0.4
H 3.1603 0.7722 -3.0291 -1.0 0.1 -0.2
H 3.5259 2.5387 0.5913 -0.2 -0.3 -0.5
H 4.3836 2.0562 -0.9342 -1.4 -0.6 1.3
H 3.6724 0.8255 0.2226 0.3 -0.5 0.1
O 2.2836 -0.9981 0.0522 -1.1 0.4 -1.1
H 1.9348 -1.7785 -0.4377 0.5 0.1 -0.1
H 2.7719 -1.2980 0.8009 0.5 -0.4 1.0
C -1.5383 -4.4535 -0.8818 -2.3 0.4 -2.8
C -1.2518 -3.4418 -2.0509 -1.2 -1.3 0.1
C -2.1868 -3.6227 -3.2303 -0.2 -0.4 0.1
O -1.4802 -2.1558 -1.4485 0.3 -0.1 0.0
B -0.2632 -1.7398 -0.9713 -0.1 1.0 0.5
O 0.7646 -2.5559 -1.4510 -0.1 0.4 0.2
C 0.1906 -3.4260 -2.4408 1.6 -1.2 -0.7
C 0.6300 -2.9108 -3.8149 2.0 0.6 0.6
C 0.9116 -4.7785 -2.3299 -0.7 -0.3 0.9
H -2.5631 -4.1158 -0.5759 0.8 -0.8 0.1
H -0.8507 -4.2140 -0.1519 1.3 0.1 1.9
H -1.5028 -5.5199 -1.2070 -0.1 0.8 0.4
H -3.1986 -3.4915 -2.8508 -0.1 0.3 -0.2
H -2.1757 -4.6378 -3.6663 0.3 0.3 0.3
H -1.9394 -2.9154 -4.0235 -0.3 0.1 0.1
H 0.3131 -1.9314 -4.0922 -1.0 0.7 -0.1
H 0.5004 -3.6012 -4.6539 0.0 0.0 0.3
H 1.7426 -2.6883 -3.6337 -1.3 -0.7 -0.6
H 0.8865 -5.1850 -1.2747 -0.1 0.3 -1.3
H 1.9305 -4.5361 -2.5876 0.5 -0.4 -0.1
H 0.4906 -5.4908 -3.0756 0.3 0.3 0.7

# 2
102
Properties=species:S:1:pos:R:3:forces:R:3 method="wB97M-V/def2-TZVPD" total_charge=-1 orbital_gap_ev=6.59 e_lumo_ha=0.0566 homo_energy_ha=-0.186
C -4.4451 0.6191 0.6435 -0.3 0.3 -0.1
C -5.0492 0.2108 -0.6960 0.0 1.5 -0.1
C -4.8469 1.3931 -1.6489 0.1 0.0 0.1
O -3.4481 1.5765 -1.8718 -0.1 -0.8 0.4
C -3.0307 1.1373 -3.0960 1.0 -1.4 1.7
O -3.2782 1.7661 -4.0405 -1.2 2.1 -3.2
C -2.2362 -0.1353 -3.2689 0.7 -0.2 0.5
S -0.6309 -0.2771 -2.3694 -0.1 0.8 0.2
Nb 0.2614 1.8655 -1.5086 0.3 2.5 0.6
F 1.0044 3.5499 -0.6798 -0.9 -1.7 -1.1
O -4.3988 -0.8897 -1.3268 -0.4 0.1 -0.1
C -4.1127 -1.9303 -0.5079 2.9 1.8 0.0
O -4.8815 -2.7473 -0.2100 -2.9 -2.4 0.8
C -2.6774 -1.9596 0.0031 0.2 -0.3 -0.9
S -2.0060 -3.6418 -0.2499 0.2 -0.2 0.0
H -5.0374 1.4687 1.0015 0.2 -0.4 -0.1
H -4.5129 -0.1413 1.4189 0.2 -0.1 -0.1
H -3.4334 0.9969 0.4897 0.2 -0.3 0.1
H -6.1338 0.0887 -0.6118 0.0 -0.6 0.1
H -5.3786 1.2699 -2.5938 0.1 -0.1 -0.1
H -5.2296 2.2986 -1.1787 0.0 0.0 0.1
H -2.0254 -0.2319 -4.3269 0.1 0.2 -0.1
H -2.8039 -1.0181 -2.9946 -0.2 0.1 0.2
H -0.5258 2.7874 -2.8787 -0.3 -0.3 -0.6
H -1.1721 2.0805 -0.3709 0.4 -0.3 0.7
H 1.0831 0.8866 -0.1688 -0.1 -0.7 -0.3
H 1.8438 1.6754 -2.4177 0.5 -0.3 0.5
H -2.0427 -1.2551 -0.5317 0.0 0.1 0.2
H -2.6735 -1.7252 1.0619 0.0 0.0 0.1
H -0.9696 -3.3830 -1.0914 -0.6 0.2 0.5
Cl 5.6636 4.5375 1.7374 0.1 0.0 0.0
C 4.5440 5.6706 0.9298 -0.1 0.2 -0.1
C 3.5614 4.9641 0.0305 -0.1 0.0 0.1
Cl 4.3551 4.2565 -1.3963 0.1 0.0 0.0
H 5.1424 6.3915 0.3769 0.1 -0.1 0.0
H 4.0096 6.2002 1.7174 0.0 -0.1 0.0
H 2.8218 5.6726 -0.3371 0.0 0.0 0.0
H 3.0352 4.1671 0.5487 0.0 0.0 -0.1
Cl 1.1148 -6.1193 -0.4698 -0.1 0.0 -0.1
C 2.3696 -5.4148 -1.5227 0.2 -0.1 0.0
C 2.3284 -3.9093 -1.5293 0.1 0.0 0.1
Cl 0.8665 -3.2942 -2.3403 0.5 -0.1 -0.3
H 2.2346 -5.8195 -2.5232 0.0 0.0 0.0
H 3.3305 -5.7584 -1.1424 0.0 0.0 0.0
H 3.1840 -3.5166 -2.0768 0.0 0.0 0.0
H 2.3529 -3.5020 -0.5211 -0.1 0.0 0.0
Cl 4.8169 0.3796 2.7758 0.0 0.0 0.0
C 6.5077 0.8855 2.9931 0.0 0.1 0.0
C 7.4778 -0.0674 2.3463 0.1 0.0 0.0
Cl 7.5408 -1.6467 3.1787 0.0 0.0 0.0
H 6.6966 0.9871 4.0597 0.0 -0.1 0.0
H 6.6031 1.8684 2.5321 0.0 0.0 -0.1
H 8.4814 0.3479 2.3837 0.0 0.0 0.1
H 7.2209 -0.2469 1.3053 0.0 -0.1 0.0
Cl -6.7075 0.3210 3.4663 0.0 -0.1 0.0
C -6.6991 2.0036 4.0423 0.1 0.1 0.1
C -7.4683 2.9166 3.1237 -0.1 0.1 0.1
Cl -6.6582 3.1172 1.5455 -0.3 0.3 0.1
H -5.6619 2.3174 4.1425 0.0 0.0 -0.1
H -7.1530 2.0082 5.0306 0.0 0.0 -0.1
H -7.5490 3.9064 3.5702 0.1 -0.1 0.0
H -8.4731 2.5439 2.9379 0.1 -0.1 0.0
Cl 1.6466 -7.7949 -4.6922 0.0 0.0 0.0
C 0.2038 -6.7457 -4.5745 0.0 0.2 0.0
C -1.0034 -7.4911 -4.0683 0.0 0.1 0.1
Cl -1.5987 -8.6900 -5.2487 0.0 0.0 0.0
H 0.0254 -6.3121 -5.5555 0.0 -0.1 0.0
H 0.4510 -5.9392 -3.8847 -0.1 0.0 0.0
H -1.8173 -6.7906 -3.8885 0.0 0.0 0.0
H -0.7877 -8.0123 -3.1387 0.0 0.0 -0.1
Cl 9.0787 1.9527 0.2130 0.0 0.1 -0.1
C 10.7681 2.4864 0.4041 0.1 0.2 0.1
C 11.7289 1.5445 -0.2702 0.1 -0.1 -0.1
Cl 11.8171 -0.0362 0.5547 0.0 0.0 0.0
H 10.9764 2.5824 1.4677 -0.1 -0.1 0.0
H 10.8412 3.4740 -0.0495 0.0 0.0 -0.1
H 12.7341 1.9658 -0.2549 0.0 0.0 0.0
H 11.4351 1.3767 -1.3058 0.1 -0.2 0.5
Cl -8.0774 -4.3927 2.5885 0.0 0.0 0.1
C -6.9420 -5.0195 1.3620 0.1 0.1 -0.1
C -7.5956 -6.0209 0.4466 0.1 0.1 -0.1
Cl -8.0041 -7.5445 1.2850 0.0 0.0 0.0
H -6.0890 -5.4493 1.8811 -0.1 0.0 0.0
H -6.5935 -4.1651 0.7842 0.0 0.0 0.0
H -6.9120 -6.2779 -0.3609 0.1 0.0 0.1
H -8.5090 -5.6240 0.0102 0.0 0.0 0.1
Cl -8.6254 3.1829 6.8719 -0.1 0.0 0.0
C -8.6111 4.8720 7.4399 0.0 0.1 0.1
C -9.3770 5.7891 6.5210 -0.1 0.1 0.1
Cl -8.5659 5.9963 4.9479 0.0 0.1 0.0
H -7.5740 5.1834 7.5405 0.0 0.0 -0.1
H -9.0671 4.8766 8.4288 -0.1 0.0 0.0
H -9.4544 6.7784 6.9696 0.1 0.0 0.0
H -10.3821 5.4181 6.3345 0.0 -0.1 0.0
Cl 9.9186 -0.5214 -4.4728 0.0 0.0 0.0
C 9.0772 0.9970 -4.0688 -0.1 0.0 0.1
C 9.9061 2.2101 -4.4068 -0.2 0.1 -0.1
Cl 11.3348 2.3585 -3.3455 0.0 0.2 -0.5
H 8.8222 0.9705 -3.0114 0.1 0.0 0.0
H 8.1531 1.0127 -4.6442 0.0 0.0 0.0
H 9.3125 3.1122 -4.2675 0.0 0.0 0.1
H 10.2540 2.1844 -5.4366 0.1 -0.1 0.1

# 3
90
Properties=species:S:1:pos:R:3:forces:R:3 method="wB97M-V/def2-TZVPD" orbital_gap_ev=8.45 e_lumo_ha=0.0164 homo_energy_ha=-0.294
O -3.3291 -2.1656 0.0868 -0.7 0.2 -0.2
C -2.4314 -2.9019 0.3323 0.6 -0.3 0.3
C -1.0279 -2.8692 -0.2196 0.2 0.2 -0.2
C -0.2198 -3.8552 0.6290 -0.1 -0.4 -0.2
C 0.8097 -3.2281 1.5710 0.0 -0.1 0.2
C 0.2580 -2.1725 2.5480 -0.1 -0.2 0.2
C 0.5875 -0.7582 2.1581 0.1 -0.2 0.0
F 0.0380 0.1304 2.9949 0.0 0.1 0.0
F 0.1789 -0.4472 0.9118 0.1 0.4 0.1
F 1.9195 -0.5574 2.1755 0.1 0.1 0.0
C -1.3384 -4.6552 1.3473 0.2 0.0 -0.1
O -2.5331 -3.8687 1.2731 -0.1 -0.2 0.2
H -0.7001 -1.8319 -0.1281 0.0 -0.4 -0.2
H -1.0322 -3.1077 -1.2872 -0.1 0.0 0.2
H 0.3123 -4.5699 -0.0076 0.0 0.2 0.0
H 1.6286 -2.7958 0.9846 -0.1 -0.1 0.1
H 1.2527 -4.0412 2.1582 0.0 0.1 -0.1
H 0.7058 -2.2917 3.5407 -0.1 0.0 -0.1
H -0.8283 -2.2508 2.6778 0.1 0.1 -0.1
H -1.1299 -4.8616 2.4013 0.0 0.1 -0.1
H -1.5222 -5.6096 0.8426 0.0 0.1 0.1
C 7.9267 -3.1527 7.9070 0.0 0.0 0.1
O 7.3006 -2.0980 7.2159 0.0 -0.1 -0.1
C 8.2171 -1.3131 6.4768 0.0 0.0 0.0
C 7.5061 -0.5204 5.4039 0.0 0.1 0.0
O 7.1527 -1.2874 4.2647 0.0 0.0 0.0
C 5.9796 -2.0761 4.3662 -0.1 -0.1 0.0
C 4.6991 -1.2934 4.1802 0.0 0.0 0.0
O 4.3618 -0.5909 5.3612 0.1 0.1 0.0
C 3.4881 0.4885 5.1159 0.0 0.0 0.1
H 8.6603 -2.7818 8.6329 0.0 0.0 0.0
H 7.1510 -3.6991 8.4400 0.0 0.0 0.0
H 8.4361 -3.8347 7.2161 0.0 0.0 0.0
H 8.9734 -1.9551 6.0073 0.0 0.0 0.0
H 8.7321 -0.6119 7.1489 0.0 0.0 0.0
H 8.2071 0.2316 5.0354 0.0 0.0 0.0
H 6.6374 -0.0092 5.8255 0.0 0.0 0.0
H 5.9493 -2.6281 5.3089 0.0 0.0 0.0
H 6.0480 -2.7934 3.5451 0.0 0.0 0.0
H 3.8886 -1.9913 3.9217 0.0 0.0 0.0
H 4.8250 -0.5938 3.3442 0.0 0.0 0.0
H 3.9500 1.2265 4.4502 0.0 0.0 0.0
H 3.2737 0.9592 6.0734 0.0 0.0 0.0
H 2.5476 0.1546 4.6646 0.0 0.0 0.0
C -1.0517 1.2084 -5.3760 0.3 0.1 0.1
O -2.2565 0.9327 -4.7011 0.1 0.0 -0.5
C -3.0701 2.0837 -4.5592 -2.2 -2.4 -0.8
C -4.4995 1.7062 -4.2487 0.1 -0.1 -0.2
O -5.2479 1.2690 -5.3703 -0.2 -0.1 -0.3
C -5.0521 -0.0693 -5.7956 0.0 0.1 0.0
C -5.7185 -1.0919 -4.9017 0.0 0.0 0.0
O -4.9322 -1.3058 -3.7482 0.0 0.0 0.0
C -5.6476 -1.8550 -2.6635 0.1 0.0 0.0
H -0.4446 1.9445 -4.8346 0.0 -0.2 -0.1
H -0.4951 0.2754 -5.4447 0.0 0.0 0.0
H -1.2399 1.5880 -6.3871 0.0 0.0 -0.1
H -3.0429 2.6824 -5.4788 0.0 0.1 0.0
H -2.6893 2.7031 -3.7353 -4.9 -8.7 -4.3
H -5.0056 2.6117 -3.9062 0.0 0.0 0.0
H -4.5251 0.9702 -3.4423 -0.2 0.3 -0.5
H -3.9897 -0.3054 -5.8995 0.0 0.0 0.0
H -5.5200 -0.1231 -6.7808 0.0 0.0 0.0
H -5.8357 -2.0349 -5.4552 0.0 0.0 0.0
H -6.7175 -0.7297 -4.6258 0.0 0.0 0.0
H -6.4651 -1.1923 -2.3554 0.0 0.0 0.0
H -4.9423 -1.9467 -1.8407 0.0 -0.1 0.1
H -6.0627 -2.8416 -2.9017 0.0 0.0 0.0
C -2.7871 0.3669 -1.9153 0.1 -0.6 0.5
O -2.3481 1.6897 -1.6681 0.2 0.2 -0.2
C -0.9482 1.7710 -1.4810 -0.1 0.0 0.0
C -0.4536 3.1805 -1.7154 0.1 0.0 0.2
O -0.3660 3.5391 -3.0862 0.1 0.0 0.0
C -1.5714 3.9467 -3.7090 2.1 3.1 1.3
C -1.9541 5.3820 -3.4258 0.2 0.2 -0.1
O -2.5360 5.5050 -2.1426 0.1 -0.1 0.0
C -2.5431 6.8341 -1.6793 -0.1 0.0 0.0
H -2.5755 -0.2982 -1.0693 0.0 0.2 0.0
H -3.8671 0.4041 -2.0518 0.3 -0.2 0.3
H -2.3261 -0.0505 -2.8178 -0.2 0.1 0.2
H -0.4354 1.0927 -2.1763 0.0 0.0 0.0
H -0.6923 1.4768 -0.4540 0.0 0.0 0.0
H 0.5708 3.2342 -1.3399 0.0 0.0 0.0
H -1.0655 3.8937 -1.1582 0.0 0.0 0.0
H -2.3979 3.2814 -3.4480 4.5 8.3 4.1
H -1.3808 3.8663 -4.7821 -0.2 -0.1 0.1
H -2.6705 5.7139 -4.1914 0.0 0.1 0.0
H -1.0589 6.0135 -3.4990 0.0 0.1 0.0
H -1.5250 7.2326 -1.5965 0.0 0.0 0.0
H -3.0066 6.8338 -0.6947 0.0 0.0 0.0
H -3.1201 7.4902 -2.3423 0.0 0.0 0.0

# 4
95
Properties=species:S:1:pos:R:3:forces:R:3 method="wB97M-V/def2-TZVPD" total_charge=+1 orbital_gap_ev=8.73 e_lumo_ha=-0.1034 homo_energy_ha=-0.424
C -1.9453 -1.0490 -1.0413 0.4 -0.1 -0.2
C -0.8818 -0.4372 -0.1242 -0.1 -0.4 0.0
O -1.2253 0.8915 0.3118 0.1 0.2 -0.2
C -0.5665 1.9472 -0.3396 0.2 0.0 -0.1
C 0.9392 1.9790 0.0139 0.0 0.0 -0.1
Br 1.1443 1.9344 1.9556 0.0 -0.1 -0.1
C 1.7366 3.1397 -0.5961 0.2 -0.1 -0.2
C 2.4835 2.7731 -1.8967 -0.2 0.0 -0.1
C -0.7211 1.7674 -1.8657 -0.1 0.1 0.1
N -0.7992 3.0688 -2.5852 -0.6 -0.4 -0.2
C -1.8072 3.8338 -2.1329 -0.1 0.2 0.3
N -2.7111 4.3527 -2.9319 0.1 0.2 -0.1
O -2.6434 4.1160 -4.2797 0.1 0.0 -0.1
N -1.9064 4.1494 -0.8014 0.7 -0.4 -0.2
P -1.7938 5.8514 -0.5556 -0.3 0.1 0.2
O -2.9104 6.4982 -1.2392 0.1 0.0 0.0
O -1.6542 6.0200 1.0006 -0.1 -0.4 -0.1
O -0.3520 6.2874 -1.0294 -0.1 0.0 0.0
C -1.2683 3.2190 0.1939 0.0 0.2 0.2
H -1.5884 -1.0591 -2.0748 -0.2 0.0 0.0
H -2.1065 -2.0886 -0.7537 -0.1 0.1 0.0
H -2.8891 -0.5054 -0.9799 0.0 -0.1 0.1
H -0.7762 -1.0587 0.7610 -0.1 0.3 0.1
H 0.0904 -0.4367 -0.6239 0.0 0.0 0.0
H 1.3915 1.0468 -0.3197 -0.1 0.0 0.1
H 2.4527 3.4904 0.1440 0.0 0.0 0.0
H 1.0709 3.9836 -0.7935 0.0 0.0 0.2
H 2.4756 1.6970 -2.0832 0.1 0.0 0.1
H 3.5229 3.0950 -1.8575 0.0 0.0 0.0
H 2.0294 3.2445 -2.7718 0.0 0.0 0.0
H 0.0790 1.1727 -2.3025 0.0 0.1 0.0
H -1.6610 1.2428 -2.0442 0.1 -0.1 0.0
H -0.8656 2.9314 -3.5901 0.1 -0.1 0.0
H -3.4148 4.9987 -2.5757 0.1 0.1 0.0
H -2.4198 4.9630 -4.7009 0.0 0.0 0.0
H -2.3841 5.6421 1.5139 0.0 0.3 0.0
H 0.1776 5.6354 -1.5045 0.0 0.1 0.1
H -2.0550 2.8751 0.8651 0.0 0.0 -0.1
H -0.5709 3.8059 0.7897 0.0 -0.1 0.0
O -0.5392 -0.7023 -4.4553 -0.1 0.3 0.1
C -1.5024 -1.0548 -5.0909 0.1 -0.2 -0.1
O -2.0318 -2.2531 -4.8156 0.0 0.1 0.1
C -3.2420 -2.7406 -5.4220 -0.1 -0.1 -0.1
C -2.9883 -3.3778 -6.7698 0.1 0.0 0.0
C -2.0676 -0.2208 -6.2156 -0.1 0.1 0.1
H -3.9873 -1.9461 -5.4729 0.0 0.0 0.0
H -3.6104 -3.4795 -4.7136 0.0 0.0 0.0
H -2.5995 -2.6599 -7.4923 0.0 0.0 0.0
H -3.9160 -3.7907 -7.1658 0.0 0.0 0.0
H -2.2627 -4.1847 -6.6727 0.0 0.0 0.0
H -1.4729 -0.4132 -7.1086 0.0 0.0 0.0
H -1.9534 0.8279 -5.9522 0.1 0.0 0.0
H -3.1108 -0.4161 -6.4440 0.0 0.0 0.0
O -0.8391 -2.9811 1.6306 0.0 -0.1 0.0
C -0.1308 -3.2474 2.5731 0.0 0.1 0.0
O -0.4983 -2.7817 3.7759 0.0 -0.1 0.0
C 0.1949 -3.1271 4.9878 0.0 0.0 0.1
C 1.4075 -2.2538 5.2205 0.0 0.1 -0.1
C 1.1558 -4.0111 2.4048 -0.1 -0.1 0.1
H 0.4412 -4.1889 4.9905 0.0 0.0 0.0
H -0.5457 -2.9660 5.7687 0.0 0.0 0.0
H 2.1546 -2.3883 4.4383 0.0 0.0 0.0
H 1.8669 -2.5043 6.1770 0.0 0.0 0.0
H 1.1176 -1.2030 5.2426 0.0 0.0 0.0
H 1.9290 -3.3119 2.0848 0.0 0.0 0.0
H 1.0238 -4.7499 1.6223 0.0 0.1 -0.1
H 1.5020 -4.5237 3.2966 0.0 0.0 0.0
O 2.6614 -6.5126 1.2662 0.0 0.0 0.0
C 2.7859 -6.9131 0.1401 -0.1 0.0 0.0
O 3.3425 -6.0880 -0.7700 0.1 0.0 0.0
C 3.6520 -6.5034 -2.1071 0.0 0.0 -0.1
C 2.4551 -6.4049 -3.0285 -0.1 0.0 0.1
C 2.2807 -8.2715 -0.2817 0.2 -0.1 0.0
H 4.0886 -7.5024 -2.1052 0.0 0.0 0.0
H 4.4331 -5.8151 -2.4250 0.0 0.0 0.0
H 1.6522 -7.0739 -2.7190 0.0 0.0 0.0
H 2.7451 -6.6678 -4.0462 0.0 0.0 0.0
H 2.0644 -5.3873 -3.0292 0.0 0.0 0.0
H 1.2131 -8.1857 -0.4857 0.0 0.0 0.0
H 2.4142 -8.9504 0.5561 -0.1 0.0 0.0
H 2.7706 -8.6884 -1.1563 0.0 0.0 0.0
O 0.6812 1.8481 6.2293 0.0 0.0 0.0
C 0.8113 3.0415 6.2509 -0.1 0.0 0.0
O 1.2185 3.6274 7.3920 0.1 0.0 0.0
C 1.5294 5.0237 7.4834 0.0 0.1 0.0
C 0.2968 5.8714 7.7130 -0.1 -0.1 0.0
C 0.4764 3.8853 5.0408 0.2 0.0 0.0
H 2.0951 5.3471 6.6085 0.0 0.0 0.0
H 2.1993 5.0909 8.3384 0.0 0.0 0.0
H -0.3997 5.8061 6.8764 0.0 0.0 0.0
H 0.5800 6.9164 7.8413 0.0 0.0 0.0
H -0.2239 5.5396 8.6107 0.0 0.0 0.0
H -0.6006 4.0565 5.0349 0.0 0.0 0.0
H 0.7380 3.2991 4.1638 -0.1 0.1 0.1
H 0.9863 4.8438 4.9963 0.0 0.0 0.0

| no. | E_tot (eV) |
| --- | --- |
| 1 | -97297.0644 |
| 2 | -286284.0145 |
| 3 | -57419.0007 |
| 4 | -137182.9475 |